Record 1
This record from OMol25 describes 9 unconnected molecules or ions with the total composition C29H55N7O16S2. The level of theory is ωB97M-V/def2-TZVPD.

Net charge ... -2
HOMO level ... -1.63 eV
Total energy ... -95813.78660 eV
HOMO-LUMO gap ... 1.2 eV

Last column: Löwdin charge in e.
Cartesian coordinates (Å):
C: -1.32369 -5.41929 3.64505  -0.029
N: -0.22243 -4.88591 2.82323  -0.178
C: -0.60996 -4.39416 1.67763  -0.116
C: 0.29936 -3.88978 0.75146  -0.023
C: 1.70550 -3.90552 1.08740  -0.183
C: 2.09129 -4.38512 2.37230  -0.035
C: 1.08612 -4.94351 3.20264  -0.061
C: 2.73005 -3.33794 0.08955  -0.213
C: 2.38147 -2.55683 -0.98096  -0.069
C: 3.28171 -2.12953 -1.88713  -0.052
N: 4.56093 -2.61295 -1.86280  -0.175
C: 4.99010 -3.32110 -0.88631  -0.110
C: 4.08246 -3.76787 0.13739  -0.018
C: 5.52091 -2.36762 -2.95432  -0.018
H: -2.15137 -5.92060 3.14332  0.089
H: -1.75106 -4.56679 4.17298  0.090
H: -0.97302 -6.21843 4.29811  0.081
H: -1.65815 -4.44760 1.42296  0.123
H: 0.00651 -3.64284 -0.25832  0.094
H: 3.14448 -4.43869 2.60538  0.082
H: 1.33926 -5.40186 4.14722  0.100
H: 1.42190 -2.06301 -1.02288  0.109
H: 3.07810 -1.47285 -2.72003  0.124
H: 6.03715 -3.58106 -0.83618  0.111
H: 4.37118 -4.42422 0.94500  0.077
H: 6.19800 -3.17902 -3.22130  0.086
H: 6.11375 -1.46960 -2.78056  0.088
H: 4.91148 -2.26504 -3.85219  0.091
C: -1.17401 4.35398 -2.32405  0.036
C: -1.93574 2.99376 -2.10492  -0.314
O: -2.03711 2.44655 -1.01022  0.138
N: -2.55578 2.50036 -3.40371  0.111
H: -2.93072 3.24602 -3.97250  0.178
H: -1.90316 2.02262 -4.00863  0.188
C: -3.64604 1.46683 -3.08862  0.048
H: -1.82053 5.00307 -2.91463  0.090
H: -0.29284 4.19684 -2.94610  0.099
H: -0.85756 4.85565 -1.40956  0.091
H: -4.18607 1.25201 -4.01075  0.118
H: -4.11674 2.04927 -2.29659  0.096
H: -3.29773 0.54944 -2.61411  0.112
C: -8.27966 -5.60881 -1.84893  -0.082
C: -7.20175 -4.67822 -1.54994  -0.872
O: -6.11847 -4.73264 -2.14474  -0.100
O: -7.49059 -3.78911 -0.71246  -0.125
H: -8.35366 -6.44635 -1.15528  0.060
H: -8.30096 -6.01888 -2.85862  0.060
H: -9.25136 -5.14858 -1.66979  0.059
S: -4.36946 5.22127 -7.98695  0.097
O: -3.93068 3.89045 -8.23676  -0.211
O: -3.32159 5.99276 -8.57648  -0.214
O: -5.67214 5.52502 -8.50394  -0.345
O: -4.35049 5.45288 -6.53664  -0.359
S: 1.22770 1.49729 -7.57558  0.199
O: 2.68617 1.43229 -7.56044  -0.361
O: 0.53687 0.54678 -6.68026  -0.375
O: 0.71320 2.83902 -7.24341  -0.247
O: 0.70517 1.39765 -8.94606  -0.233
O: -6.11922 -0.38135 4.53404  0.035
C: -5.44845 0.57240 4.19118  -0.674
N: -5.19934 0.62705 2.90826  0.155
C: -4.86875 1.60446 5.06255  -0.009
H: -5.60542 -0.16662 2.43362  0.131
H: -5.01737 1.53226 2.49890  0.107
H: -3.80741 1.35637 5.07100  0.090
H: -5.35021 1.68047 6.03751  0.090
H: -4.82085 2.53655 4.49951  0.076
O: 2.98052 9.95182 -0.96929  0.006
C: 3.56288 10.83284 -0.29864  -0.616
N: 4.84338 10.78702 -0.01311  0.159
C: 2.72085 11.86089 0.34612  -0.024
H: 5.39294 9.94943 -0.14165  0.121
H: 5.32525 11.56134 0.42086  0.107
H: 3.25607 12.39872 1.12866  0.069
H: 1.82766 11.44246 0.81005  0.091
H: 2.37371 12.61507 -0.36014  0.087
O: 0.01902 -6.05292 -6.72199  -0.018
C: -0.92912 -5.92633 -5.92685  -0.557
N: -1.16770 -4.73383 -5.32071  0.153
C: -1.62773 -7.22375 -5.43794  -0.013
H: -0.74239 -3.89942 -5.69882  0.117
H: -2.00492 -4.75902 -4.75633  0.103
H: -0.90642 -8.04032 -5.40623  0.073
H: -2.56371 -7.50944 -5.91797  0.075
H: -1.85931 -7.06248 -4.38511  0.066
C: -0.24890 -0.67490 7.73647  -0.099
O: 0.89100 -0.83067 6.88591  -0.191
C: 2.08045 -0.49231 7.59341  -0.214
C: 3.26268 -0.34629 6.54802  -0.243
N: 2.94444 0.50002 5.47549  -0.092
C: 3.86167 0.48844 4.33596  -0.146
C: 3.54185 1.75394 3.44229  -0.230
O: 4.29956 1.63253 2.28878  -0.210
C: 4.66921 2.81518 1.56471  -0.099
H: 0.03449 -1.00988 8.73426  0.076
H: -1.02639 -1.30380 7.30277  0.090
H: -0.61133 0.33943 7.90345  0.084
H: 2.34615 -1.29776 8.27807  0.112
H: 2.10775 0.41924 8.19044  0.115
H: 3.45380 -1.36718 6.21734  0.113
H: 4.09508 0.09946 7.09256  0.115
H: 2.03396 0.15941 5.20144  0.105
H: 3.63641 -0.39413 3.73728  0.122
H: 4.92086 0.54467 4.58708  0.119
H: 3.60195 2.80675 3.71810  0.111
H: 2.49886 1.73215 3.12637  0.113
H: 3.86164 3.52632 1.39090  0.075
H: 4.98993 2.61849 0.54169  0.087
H: 5.35433 3.42719 2.15135  0.080



Record 2
This record from OMol25 describes a gas-phase ion, C9H17N2O (charge +1). The level of theory is ωB97M-V/def2-TZVPD.

Net charge ... +1
HOMO level ... -11.41 eV
Total energy ... -14625.44793 eV
HOMO-LUMO gap ... 8.2 eV
Relative energy (zero: lowest compared OMol25 entry of this formula, charge and spin) ... 102.0 kcal per mole

Last column: Löwdin charge in e.
Cartesian coordinates (Å):
C: 0.17572 -2.17196 -1.58058  -0.058
N: 0.13405 -0.75881 -1.20756  -0.049
C: 0.54941 -0.33441 0.03522  -0.285
C: 0.03346 -0.82730 1.16040  -0.013
C: -1.28108 -1.63197 1.19909  -0.086
C: -2.49024 -1.10541 0.86852  -0.077
C: -2.69551 0.32177 0.51838  -0.085
C: -1.97939 1.26911 -0.07632  -0.192
O: -2.49811 2.50723 -0.14467  0.054
N: 1.80492 0.60359 -0.11715  -0.155
C: 1.51127 2.00156 -0.50663  0.007
C: 2.67661 0.48094 0.97217  -0.058
H: 0.39802 -2.89075 -0.71751  0.123
H: -0.88722 -2.25586 -1.85563  0.095
H: 0.63936 -2.38006 -2.49123  0.062
H: 0.58147 -0.32535 -2.01681  0.132
H: 0.42946 -0.82366 2.14561  0.109
H: -1.09076 -2.72845 1.40380  0.125
H: -3.40212 -1.72788 0.98067  0.121
H: -3.70053 0.59994 0.79770  0.106
H: -1.03512 1.00551 -0.62531  0.096
H: -3.36714 2.42752 0.13312  0.062
H: 2.29262 0.15385 -0.93594  0.201
H: 1.25964 2.29634 -1.61787  0.159
H: 0.67553 2.46026 0.10403  0.130
H: 2.43330 2.47160 -0.32303  0.075
H: 2.88693 -0.53220 1.47397  0.150
H: 3.67264 0.82011 0.62088  0.125
H: 2.27278 1.07471 1.80269  0.124



Record 3
This record from OMol25 describes a molecular structure, C16H44N4O4Zr. The level of theory is ωB97M-V/def2-TZVPD.

Net charge ... +4
HOMO level ... -22.95 eV
Total energy ... -32691.98086 eV
HOMO-LUMO gap ... 8.9 eV
Relative energy (zero: lowest compared OMol25 entry of this formula, charge and spin) ... 0.0 kcal per mole

Last column: Löwdin charge in e.
Cartesian coordinates (Å):
Zr: -26.75774 13.33955 14.79706  1.998
C: -25.31654 13.46916 10.62738  0.037
C: -26.18050 13.73357 11.90883  -0.382
C: -27.38465 12.86532 11.77357  -0.150
O: -27.87651 12.73819 13.11005  -0.379
C: -29.06382 11.96922 12.87471  -0.018
N: -25.52052 13.18598 13.10480  -0.070
H: -25.72745 14.18785 9.84948  0.152
H: -25.39334 12.47011 10.27801  0.094
H: -24.30478 13.64153 10.88670  0.088
H: -26.38188 14.83667 11.82658  0.149
H: -27.15597 11.90625 11.35563  0.151
H: -28.17884 13.29415 11.17861  0.164
H: -29.85196 12.58883 12.38071  0.139
H: -29.59108 11.70689 13.81117  0.102
H: -28.86513 11.02252 12.39707  0.132
H: -24.59224 13.57473 12.81595  0.160
H: -25.16936 12.24816 12.76803  0.180
C: -27.00222 9.31294 16.64727  0.027
C: -26.53040 10.72967 16.37211  -0.441
C: -25.09685 10.93934 16.25410  -0.164
O: -24.75682 12.17073 15.60302  -0.326
C: -23.34327 12.40625 15.66916  -0.010
N: -27.00609 11.23808 15.11283  -0.072
H: -28.09623 9.25105 16.81806  0.120
H: -26.56437 8.88503 17.52440  0.118
H: -26.84594 8.63829 15.88506  0.082
H: -26.96740 11.35729 17.19890  0.142
H: -24.67267 9.97684 15.79451  0.197
H: -24.63810 10.99132 17.25963  0.169
H: -23.00936 13.27738 15.20162  0.088
H: -22.82029 11.62635 15.14418  0.119
H: -22.94467 12.37124 16.66228  0.116
H: -27.92718 10.69980 15.01981  0.147
H: -26.43779 10.62734 14.51751  0.149
C: -27.09920 17.40719 13.30785  -0.014
C: -27.50540 16.32457 14.16513  -0.471
C: -28.63280 15.55253 13.50245  -0.175
O: -29.00072 14.58768 14.45675  -0.280
C: -30.40165 14.39277 14.31423  -0.048
N: -26.46024 15.41056 14.46039  -0.066
H: -27.93265 18.05321 12.91647  0.156
H: -26.86470 16.87977 12.37276  0.094
H: -26.20695 18.01095 13.54333  0.134
H: -28.04536 16.79178 15.02657  0.189
H: -28.42851 15.19070 12.52666  0.124
H: -29.43727 16.24421 13.42525  0.149
H: -31.03240 15.09303 14.88354  0.133
H: -30.72786 13.46813 14.79281  0.086
H: -30.85542 14.42908 13.26266  0.154
H: -25.86926 16.08747 15.08597  0.199
H: -25.89448 15.62061 13.58485  0.134
C: -26.64412 15.25714 18.68230  0.018
C: -27.03761 14.09965 17.82119  -0.421
C: -28.36689 14.23239 17.26090  -0.144
O: -28.38589 13.15613 16.34982  -0.352
C: -29.39731 12.19105 16.73756  0.002
N: -26.07668 14.03838 16.72589  -0.046
H: -27.01691 15.15094 19.70520  0.132
H: -27.12015 16.16808 18.29764  0.116
H: -25.59816 15.47759 18.69696  0.102
H: -26.96088 13.20548 18.37967  0.151
H: -28.47350 15.19322 16.76560  0.140
H: -29.16994 14.14247 17.96601  0.170
H: -30.43458 12.46454 16.80556  0.127
H: -29.12165 11.82265 17.72257  0.127
H: -29.31068 11.28808 16.15177  0.081
H: -25.40414 13.62099 17.42054  0.170
H: -25.67257 14.99437 16.76540  0.120



Record 4
This record from OMol25 describes C7H8Cl6 in the gas phase. The level of theory is ωB97M-V/def2-TZVPD.

Net charge ... 0
HOMO level ... -10.61 eV
Total energy ... -82524.07257 eV
HOMO-LUMO gap ... 11.1 eV
Relative energy (zero: lowest compared OMol25 entry of this formula, charge and spin) ... 0.0 kcal per mole

Last column: Löwdin charge in e.
Cartesian coordinates (Å):
C: 2.30781 0.36806 -0.71954  -0.137
C: 1.02155 0.19597 0.08607  -0.881
Cl: 1.44775 0.30365 1.81282  0.707
C: 0.02529 1.31151 -0.33488  -0.690
Cl: 0.26723 2.73301 0.69990  0.658
C: -1.47719 0.91616 -0.28213  -0.684
Cl: -2.06620 0.30198 -1.90453  0.599
C: -1.67490 -0.10149 0.81311  -0.773
Cl: -3.42294 -0.48874 0.94443  0.639
C: -0.91415 -1.42004 0.57484  -0.721
Cl: -0.81322 -2.20885 2.21361  0.625
C: 0.44985 -1.23425 -0.06708  -0.688
Cl: 0.42180 -1.66076 -1.81915  0.666
H: 2.95940 -0.46636 -0.42870  0.089
H: 2.19522 0.28850 -1.76928  0.045
H: 2.82010 1.33642 -0.47521  0.104
H: 0.26150 1.61554 -1.36383  0.102
H: -2.06534 1.85449 -0.09477  0.103
H: -1.33609 0.25058 1.76798  0.069
H: -1.55561 -2.01402 -0.10301  0.084
H: 1.14815 -1.88135 0.44932  0.083